Record 1
Formula: C13H14O
Source: the OMol25 dataset
Level of theory: wB97M-V/def2-TZVPD

Geometry as XYZ:
```
28
Properties=species:S:1:pos:R:3:forces:R:3
C -1.592 2.606 0.464 0.1990 1.6810 0.4097
C -0.980 2.488 1.816 0.0727 1.1753 1.3957
O -0.993 3.407 2.636 -0.0307 -1.2698 -1.1595
C -0.241 1.218 2.169 -1.0081 -0.9242 0.1195
C 0.801 1.380 3.137 -0.3462 -5.1360 -1.6300
C 1.513 0.299 3.610 -1.1650 0.1686 -0.3833
C 1.177 -0.965 3.082 0.0305 2.4616 -0.2213
C 0.233 -1.061 2.116 -0.5349 -0.9208 0.7345
C -0.649 -0.046 1.735 0.9247 1.1905 -0.2739
C 1.090 -2.172 2.420 -0.2157 -1.4947 -0.7852
H -1.814 3.651 0.227 0.7833 0.1858 0.1276
H -2.586 2.267 0.397 -1.1423 -1.5073 0.0596
H -0.926 2.174 -0.240 0.2247 -0.3992 -0.8673
H 1.014 2.318 3.336 1.1316 4.3193 1.5175
H 2.226 0.382 4.355 1.3575 0.4718 1.3892
H -1.486 -0.221 1.084 -0.2977 0.1274 -0.1803
C 1.667 -2.823 -0.821 1.1635 2.3397 -1.4948
C 0.390 -2.231 -1.412 0.9676 1.5924 -0.1701
C 0.002 -0.947 -1.343 2.4623 -1.4680 1.3875
C -1.149 -0.342 -1.939 -2.1218 1.9280 -2.2784
H 2.290 -3.502 -1.459 -1.0552 0.3900 0.4597
H 1.349 -3.227 0.070 -0.2329 -1.7416 2.0204
H 2.389 -2.006 -0.476 -1.0200 -0.7578 -0.6401
H -0.274 -2.835 -1.976 -0.4098 -1.0318 -0.4362
H 0.594 -0.232 -0.758 0.3121 -0.3804 -0.2484
H -2.085 -0.928 -1.914 0.4080 0.0633 0.0643
H -0.970 -0.106 -3.072 -0.3065 -0.1825 1.9573
H -1.340 0.629 -1.405 -0.1507 -0.8807 -0.8740
```
Forces are in eV/Å.

Computed properties:
* SMILES: CC(=O)c1ccc2c(c1)=C=2.C/C=C/C
* HOMO level: -8.48 eV
* gap between HOMO and LUMO: 7.46 eV
* strongest force on any atom: 5.400 eV Å⁻¹
* lowest unoccupied orbital energy: -1.03 eV

Need the Löwdin charges? In units of e they are: C 0.00; C -0.36; O 0.09; C -0.09; C 0.04; C 0.02; C -0.19; C -0.18; C 0.04; C 0.17; H 0.10; H 0.08; H 0.06; H 0.07; H 0.09; H 0.11; C -0.10; C -0.14; C -0.25; C -0.14; H 0.08; H -0.01; H 0.09; H 0.09; H 0.10; H 0.08; H 0.12; H 0.04

***

Record 2
Formula: C13H15AgBr2Cl3F6N6OSbSi
Source: the OMol25 dataset
Level of theory: wB97M-V/def2-TZVPD

Geometry as XYZ:
```
49
Properties=species:S:1:pos:R:3:forces:R:3
Ag -0.518 -0.239 0.255 -0.6401 0.4351 -0.0420
Br 4.652 0.010 0.565 0.0857 -0.0301 0.1440
C 3.429 -0.082 2.013 -0.1532 0.0352 -0.5389
C 3.895 -0.058 3.311 -0.2195 0.0028 0.4593
C 3.000 -0.080 4.357 0.4293 0.0184 0.1324
Br 3.673 -0.024 6.140 0.0570 -0.0101 -0.0323
C 1.616 -0.113 4.133 -0.1158 0.0027 -0.3118
C 0.641 -0.102 5.151 -0.2866 -0.0071 -0.0078
C -0.687 -0.106 4.824 0.2340 0.0151 0.0441
C -1.051 -0.122 3.471 -0.0935 0.0196 -0.1873
N -0.165 -0.135 2.502 -0.6051 -0.1644 -0.1178
C 1.149 -0.141 2.786 0.5836 0.0326 0.3983
C 2.065 -0.145 1.661 0.7071 0.0382 0.3758
O 1.694 -0.175 0.461 -0.6913 -0.0572 -0.4638
H 4.957 -0.019 3.495 0.0701 0.0055 0.0569
H 0.956 -0.088 6.185 0.0072 -0.0050 0.0028
H -1.453 -0.095 5.586 -0.0329 -0.0176 0.0028
H -2.093 -0.116 3.179 -0.0705 -0.0265 -0.0263
C -0.820 -0.428 -4.663 -0.0991 -0.0594 0.0630
N -0.608 0.918 -4.171 -0.3140 0.0451 -0.0829
C 0.000 1.843 -5.101 0.1904 0.1035 0.0521
C -0.490 1.079 -2.808 0.0321 -0.3358 0.1647
N -0.294 0.125 -1.989 -0.0311 -0.3798 0.2844
N -0.673 2.391 -2.393 -0.2875 0.2147 -0.5733
C -0.509 2.937 -1.137 0.2879 0.0514 0.9516
N -0.747 4.292 -1.108 -0.2546 0.3424 -0.2641
N -0.190 2.254 -0.116 0.0544 -0.1023 -0.0518
H -1.285 -0.364 -5.647 0.0559 -0.0263 -0.0028
H -1.515 -0.933 -3.994 0.0143 -0.1001 -0.0552
H 0.100 -1.018 -4.743 0.0254 0.0132 0.0057
H -0.397 1.654 -6.098 -0.0319 0.0201 0.0279
H 1.090 1.732 -5.136 0.0124 0.0122 -0.0497
H -0.225 2.874 -4.839 0.0448 0.0481 -0.0686
H -0.072 -0.769 -2.415 -0.0084 0.1828 -0.1102
H -1.212 2.962 -3.028 0.0447 -0.2139 0.0652
H -0.758 4.830 -1.956 0.1485 0.0102 0.0221
H -0.505 4.787 -0.267 -0.0435 -0.0821 -0.1051
H -0.041 2.824 0.709 -0.0497 0.0579 -0.0421
Cl -3.793 0.094 -1.850 0.2577 -0.0889 -0.2345
Si -3.069 -0.225 0.104 0.1525 0.4570 -0.0862
Cl -4.291 -1.744 0.770 0.1507 -0.2765 0.1419
Cl -4.014 1.458 1.006 0.4117 -0.0577 0.1584
F -0.009 -2.651 0.114 0.0713 -0.3308 0.0191
Sb -0.205 -4.563 0.123 -0.0217 -0.1551 -0.1220
F 0.833 -4.621 -1.484 -0.2561 -0.0204 0.4317
F 1.374 -4.732 1.175 -0.3773 0.0507 -0.3094
F -0.430 -6.459 0.082 0.0243 0.5521 0.0062
F -1.231 -4.420 1.724 0.1886 -0.0563 -0.4092
F -1.775 -4.295 -0.938 0.3419 -0.1633 0.2848
```
Forces are in eV/Å.

Computed properties:
* HOMO level (alpha / beta): -4.82 / -4.80 eV
* net charge: -1
* gap between HOMO and LUMO (alpha / beta): 6.59 / 5.48 eV
* strongest force on any atom: 0.996 eV Å⁻¹
* 2S+1: 2
* lowest unoccupied orbital energy (alpha / beta): 1.78 / 0.68 eV

Need the Löwdin charges? In units of e they are: Ag 0.77; Br 0.74; C -0.61; C -0.19; C -0.64; Br 0.71; C -0.20; C -0.04; C -0.05; C -0.12; N 0.05; C -0.14; C -0.46; O -0.17; H 0.09; H 0.07; H 0.10; H 0.09; C -0.06; N -0.17; C -0.06; C -0.45; N 0.11; N 0.14; C -0.53; N 0.13; N 0.11; H 0.09; H 0.08; H 0.10; H 0.09; H 0.10; H 0.07; H 0.07; H 0.14; H 0.09; H 0.10; H 0.07; Cl 0.12; Si -0.63; Cl 0.18; Cl 0.07; F -0.43; Sb 1.39; F -0.39; F -0.38; F -0.39; F -0.39; F -0.39

***

Record 3
Formula: C13H15BaN3O2Se4
Source: the OMol25 dataset
Level of theory: wB97M-V/def2-TZVPD

Geometry as XYZ:
```
38
Properties=species:S:1:pos:R:3:forces:R:3
Ba 1.655 0.593 -1.896 0.0417 0.0169 0.1922
C 4.356 0.948 2.313 0.0096 -0.0565 -0.0174
C 3.031 0.931 1.586 -0.1155 0.0544 -0.0524
O 2.972 1.144 0.380 0.0586 0.0229 0.0318
N 1.949 0.688 2.345 -0.0806 -0.0434 -0.0711
C 0.581 0.529 1.830 -0.1227 -0.0465 -0.0247
C 0.251 -0.847 1.334 -0.0197 -0.0172 -0.0577
C -0.575 -1.678 2.041 -0.0153 -0.0094 -0.0065
C -0.914 -2.961 1.546 -0.0090 -0.0274 -0.0354
C -0.285 -3.337 0.321 -0.0212 0.0427 0.0860
C 0.521 -2.447 -0.328 -0.0002 0.0449 0.0484
N 0.793 -1.168 0.102 0.1276 -0.1203 -0.0109
H 5.044 1.584 1.763 -0.0096 0.0126 0.0042
H 4.764 -0.064 2.331 -0.0087 0.0020 -0.0089
H 4.255 1.303 3.338 0.0149 -0.0093 0.0019
H 2.106 0.398 3.295 0.0228 0.0030 0.0038
H 0.429 1.253 1.025 0.1727 0.1095 0.0425
H -0.092 0.800 2.644 0.0083 0.0146 0.0096
H -0.979 -1.329 2.988 0.0006 0.0002 -0.0060
H -1.554 -3.636 2.096 0.0117 -0.0028 -0.0015
H -0.439 -4.319 -0.110 -0.0049 0.0008 -0.0031
H 0.974 -2.733 -1.276 0.0045 0.0014 0.0086
Se 0.036 3.368 -1.483 0.1154 0.0234 -0.0109
Se 1.179 3.532 -3.540 -0.3180 -0.0544 -0.1240
Se 3.452 3.080 -3.133 0.3556 0.0458 0.0867
Se 4.030 1.030 -4.127 -0.2512 0.0255 0.0964
O -0.760 -0.236 -2.444 -0.1151 -0.0162 -0.3042
N -1.935 0.017 -1.959 0.0604 -0.0413 0.0966
C -2.479 -0.832 -1.059 0.1108 -0.0134 0.0837
C -3.731 -0.587 -0.541 -0.0211 0.0034 0.0253
C -4.438 0.539 -0.935 0.0252 -0.0161 -0.0036
C -3.845 1.405 -1.837 -0.0078 0.0430 -0.0176
C -2.588 1.134 -2.335 -0.0362 0.0665 0.0052
H -1.845 -1.663 -0.778 -0.0259 -0.0064 -0.0320
H -4.130 -1.282 0.184 0.0272 -0.0168 -0.0001
H -5.421 0.745 -0.533 -0.0022 -0.0007 0.0003
H -4.338 2.314 -2.153 0.0201 0.0020 -0.0087
H -2.032 1.783 -2.993 -0.0029 -0.0374 -0.0268
```
Forces are in eV/Å.

Computed properties:
* HOMO level (alpha / beta): -1.76 / -3.66 eV
* net charge: -1
* gap between HOMO and LUMO (alpha / beta): 4.24 / 6.09 eV
* strongest force on any atom: 0.369 eV Å⁻¹
* 2S+1: 2
* lowest unoccupied orbital energy (alpha / beta): 2.47 / 2.43 eV

Need the Löwdin charges? In units of e they are: Ba 1.35; C 0.00; C -0.53; O -0.16; N 0.08; C -0.13; C -0.34; C -0.11; C -0.16; C -0.16; C -0.25; N -0.12; H 0.09; H 0.09; H 0.07; H 0.13; H 0.08; H 0.11; H 0.09; H 0.06; H 0.08; H 0.09; Se -0.26; Se -0.23; Se -0.28; Se -0.35; O -0.34; N -0.21; C 0.01; C -0.04; C -0.08; C -0.05; C -0.05; H 0.11; H 0.11; H 0.10; H 0.11; H 0.09

***

Record 4
Formula: C13H15BrClNO3
Source: the OMol25 dataset
Level of theory: wB97M-V/def2-TZVPD

Geometry as XYZ:
```
34
Properties=species:S:1:pos:R:3:forces:R:3
C 4.999 1.299 1.323 -0.1542 -0.0135 0.1916
C 3.640 1.424 2.001 -0.0492 0.1121 -0.1910
C 2.475 1.428 1.012 0.1192 -0.2560 0.1532
C 2.316 0.091 0.288 0.1737 0.2019 0.0352
N 1.154 0.089 -0.572 -0.1993 0.0263 0.4466
C 1.241 0.036 -1.911 -0.7096 -0.0500 0.0213
O 2.277 -0.035 -2.532 0.2531 0.0220 -0.3603
C -0.108 0.071 -2.646 0.4836 -0.1755 -0.5155
O -1.241 0.008 -1.792 -0.0993 0.3702 0.1663
C -1.677 -1.220 -1.457 0.0227 -0.4072 -0.0781
O -1.162 -2.238 -1.831 -0.0212 0.2355 -0.0533
C -2.882 -1.131 -0.583 -0.1008 -0.1531 0.1596
C -3.763 -0.066 -0.747 -0.0884 -0.0186 0.1059
C -4.907 0.006 0.024 -0.0918 0.0804 -0.0254
Br -6.104 1.459 -0.218 0.0895 -0.1163 0.0173
C -5.194 -0.967 0.971 0.0361 0.1659 -0.1440
C -4.317 -2.019 1.147 0.1870 -0.0587 -0.0995
C -3.165 -2.110 0.374 -0.1247 0.3053 -0.1904
Cl -2.087 -3.419 0.643 0.0370 -0.2764 0.2600
H 5.107 0.333 0.838 0.0912 -0.0915 -0.0968
H 5.123 2.077 0.574 0.0643 0.0748 -0.1161
H 5.795 1.400 2.057 0.1320 -0.0154 -0.0021
H 3.508 0.603 2.710 -0.0292 0.0226 0.1033
H 3.612 2.357 2.569 -0.0197 -0.0566 0.0823
H 1.551 1.649 1.552 -0.0463 0.0500 -0.0518
H 2.628 2.216 0.271 -0.0674 0.0511 -0.0453
H 2.222 -0.721 1.018 0.0862 0.0236 -0.0545
H 3.173 -0.105 -0.358 -0.0569 -0.0726 0.1259
H 0.253 0.222 -0.140 0.0485 -0.0213 -0.1830
H -0.183 1.014 -3.193 0.0219 -0.1185 0.0998
H -0.119 -0.764 -3.354 0.0521 0.1932 0.1328
H -3.549 0.691 -1.485 0.0026 0.0440 -0.0056
H -6.093 -0.899 1.565 -0.0502 0.0028 0.0428
H -4.521 -2.779 1.883 0.0078 -0.0805 0.0690
```
Forces are in eV/Å.

Computed properties:
* SMILES: CCCCNC(=O)COC(=O)c1cc(Br)ccc1Cl
* HOMO level: -9.40 eV
* gap between HOMO and LUMO: 9.37 eV
* strongest force on any atom: 0.728 eV Å⁻¹
* lowest unoccupied orbital energy: -0.03 eV

Need the Löwdin charges? In units of e they are: C -0.11; C -0.27; C -0.20; C -0.18; N 0.08; C -0.47; O 0.07; C -0.05; O -0.01; C -0.47; O 0.11; C -0.13; C -0.06; C -0.67; Br 0.75; C -0.11; C -0.09; C -0.59; Cl 0.76; H 0.07; H 0.08; H 0.07; H 0.10; H 0.10; H 0.11; H 0.12; H 0.13; H 0.12; H 0.14; H 0.14; H 0.14; H 0.12; H 0.11; H 0.11

***

Repeat the fourth record exactly.
Formula: C13H15BrClNO3
Source: the OMol25 dataset
Level of theory: wB97M-V/def2-TZVPD

Geometry as XYZ:
```
34
Properties=species:S:1:pos:R:3:forces:R:3
C 4.999 1.299 1.323 -0.1542 -0.0135 0.1916
C 3.640 1.424 2.001 -0.0492 0.1121 -0.1910
C 2.475 1.428 1.012 0.1192 -0.2560 0.1532
C 2.316 0.091 0.288 0.1737 0.2019 0.0352
N 1.154 0.089 -0.572 -0.1993 0.0263 0.4466
C 1.241 0.036 -1.911 -0.7096 -0.0500 0.0213
O 2.277 -0.035 -2.532 0.2531 0.0220 -0.3603
C -0.108 0.071 -2.646 0.4836 -0.1755 -0.5155
O -1.241 0.008 -1.792 -0.0993 0.3702 0.1663
C -1.677 -1.220 -1.457 0.0227 -0.4072 -0.0781
O -1.162 -2.238 -1.831 -0.0212 0.2355 -0.0533
C -2.882 -1.131 -0.583 -0.1008 -0.1531 0.1596
C -3.763 -0.066 -0.747 -0.0884 -0.0186 0.1059
C -4.907 0.006 0.024 -0.0918 0.0804 -0.0254
Br -6.104 1.459 -0.218 0.0895 -0.1163 0.0173
C -5.194 -0.967 0.971 0.0361 0.1659 -0.1440
C -4.317 -2.019 1.147 0.1870 -0.0587 -0.0995
C -3.165 -2.110 0.374 -0.1247 0.3053 -0.1904
Cl -2.087 -3.419 0.643 0.0370 -0.2764 0.2600
H 5.107 0.333 0.838 0.0912 -0.0915 -0.0968
H 5.123 2.077 0.574 0.0643 0.0748 -0.1161
H 5.795 1.400 2.057 0.1320 -0.0154 -0.0021
H 3.508 0.603 2.710 -0.0292 0.0226 0.1033
H 3.612 2.357 2.569 -0.0197 -0.0566 0.0823
H 1.551 1.649 1.552 -0.0463 0.0500 -0.0518
H 2.628 2.216 0.271 -0.0674 0.0511 -0.0453
H 2.222 -0.721 1.018 0.0862 0.0236 -0.0545
H 3.173 -0.105 -0.358 -0.0569 -0.0726 0.1259
H 0.253 0.222 -0.140 0.0485 -0.0213 -0.1830
H -0.183 1.014 -3.193 0.0219 -0.1185 0.0998
H -0.119 -0.764 -3.354 0.0521 0.1932 0.1328
H -3.549 0.691 -1.485 0.0026 0.0440 -0.0056
H -6.093 -0.899 1.565 -0.0502 0.0028 0.0428
H -4.521 -2.779 1.883 0.0078 -0.0805 0.0690
```
Forces are in eV/Å.

Computed properties:
* SMILES: CCCCNC(=O)COC(=O)c1cc(Br)ccc1Cl
* HOMO level: -9.40 eV
* gap between HOMO and LUMO: 9.37 eV
* strongest force on any atom: 0.728 eV Å⁻¹
* lowest unoccupied orbital energy: -0.03 eV

Need the Löwdin charges? In units of e they are: C -0.11; C -0.27; C -0.20; C -0.18; N 0.08; C -0.47; O 0.07; C -0.05; O -0.01; C -0.47; O 0.11; C -0.13; C -0.06; C -0.67; Br 0.75; C -0.11; C -0.09; C -0.59; Cl 0.76; H 0.07; H 0.08; H 0.07; H 0.10; H 0.10; H 0.11; H 0.12; H 0.13; H 0.12; H 0.14; H 0.14; H 0.14; H 0.12; H 0.11; H 0.11

***

> What is the strongest force on any atom in the second record?

0.996 eV Å⁻¹